1.
Density functional theory data (the ωB97M-V functional and the def2-TZVPD basis) for a molecular structure, C14H29N6OPPdSi in a non-equilibrium geometry.

As for the spin multiplicity: 5. Its energy above the lowest of the compared OMol25 structures with the same formula, charge and spin is 12.1 kJ/mol. The LUMO energy (spin up / spin down) is 0.0 / -1.2 eV. The HOMO energy (spin up / spin down) comes out at -4.557 / -7.128 eV.

Last column: Mulliken charge in e.
Element x y z (Å)
Pd (0.13218, -0.15260, 0.24664)  0.0695
Si (-1.88409, -0.87360, -0.71561)  0.9682
P (0.88593, -1.33923, -1.63173)  1.5828
N (0.63105, 1.37611, -0.93068)  -0.6435
H (0.20903, -0.96627, 2.19688)  -1.1376
C (2.70011, -1.22863, -1.61617)  -1.3088
H (3.11049, -1.75789, -2.48636)  0.4086
H (3.08894, -1.67472, -0.69523)  0.2886
H (2.98645, -0.17222, -1.64596)  0.2635
C (0.54431, -3.12778, -1.61760)  -1.2396
H (1.15140, -3.59504, -2.40478)  0.4360
H (-0.51512, -3.32816, -1.81227)  0.3123
H (0.82035, -3.53030, -0.63605)  0.1878
C (0.52350, -0.78936, -3.33497)  -1.2481
H (0.89903, -1.54734, -4.03817)  0.4190
H (1.02511, 0.16758, -3.51899)  0.3265
H (-0.55192, -0.65398, -3.48411)  0.3196
C (-2.60697, -2.06135, 0.56543)  -1.1226
H (-2.42143, -1.67787, 1.57951)  0.2201
H (-2.17211, -3.06431, 0.45682)  0.2619
H (-3.69242, -2.11051, 0.39586)  0.4021
H (-2.74560, 0.32862, -0.79164)  -0.3295
H (-2.01724, -1.53528, -2.05264)  -0.2459
C (0.37033, 2.41378, -1.67748)  -0.0489
C (1.19970, 4.54600, -2.60949)  -0.5329
C (1.39399, 3.42983, -1.81857)  -0.3235
C (-0.85485, 2.63546, -2.41351)  0.1287
C (-1.01693, 3.75286, -3.20986)  -0.5653
C (-0.00039, 4.71360, -3.32368)  -0.3398
H (1.97859, 5.30087, -2.69902)  0.3506
H (2.32402, 3.28042, -1.26726)  0.3772
H (-1.64070, 1.88326, -2.31503)  0.1625
H (-1.94569, 3.88313, -3.76426)  0.3666
H (-0.15444, 5.59097, -3.95371)  0.3599
C (1.05544, -1.81568, 2.28453)  2.7511
O (1.53455, -1.81063, 0.98381)  -0.7824
C (2.16675, -1.44000, 3.28060)  -1.5213
H (2.36439, -2.27146, 3.96605)  0.4116
H (1.92818, -0.56275, 3.88918)  0.3316
H (3.09364, -1.25077, 2.73349)  0.3074
C (0.43914, -3.17817, 2.60779)  -1.4571
H (1.09852, -3.94673, 2.18812)  0.3146
H (-0.55256, -3.30576, 2.16420)  0.1796
H (0.36335, -3.36496, 3.68516)  0.4853
N (-2.64542, 1.24207, 4.63624)  -0.6470
N (-1.69173, 1.51046, 3.65897)  0.7973
N (-1.75886, 2.66745, 2.91923)  -0.7418
C (-1.10599, 2.30738, 1.82421)  -0.3387
N (-0.74621, 1.01226, 1.82816)  0.2686
N (-1.18737, 0.47344, 2.99633)  -0.4930
H (-2.33914, 0.48822, 5.22530)  0.2636
H (-2.84655, 2.10991, 5.13044)  0.2947
H (-0.92475, 3.01963, 1.02187)  0.4501

2.
Density functional theory data (the ωB97M-V functional and the def2-TZVPD basis) for a molecular structure, C21H33Br2N3OPdSSi.

As for the total charge: +2. Its energy above the lowest of the compared OMol25 structures with the same formula, charge and spin is 0.0 kJ/mol. The LUMO energy is -5.9 eV. The HOMO energy comes out at -13.868 eV.

Last column: Mulliken charge in e.
Element x y z (Å)
Pd (0.19531, -1.30902, 0.55374)  0.0270
N (-0.12525, -2.65484, 2.07417)  -0.6865
C (1.19275, -2.97605, 2.59271)  1.1301
C (1.64494, -4.28180, 2.57952)  -0.8612
C (2.93374, -4.55573, 3.01801)  -0.6659
C (3.74446, -3.52252, 3.46176)  -0.8434
C (3.26668, -2.21915, 3.48378)  -0.6712
C (1.97911, -1.92128, 3.04982)  0.6286
C (1.41975, -0.54251, 3.11110)  0.7401
C (1.71478, 0.22727, 4.23599)  -1.1177
C (1.17597, 1.49059, 4.39964)  -1.0995
C (0.33048, 2.00050, 3.43137)  -0.4736
C (0.07786, 1.22754, 2.31582)  2.3496
C (0.58135, -0.04007, 2.09320)  -1.4143
H (-0.58638, -3.49361, 1.73135)  0.3508
H (-0.71046, -2.24092, 2.79674)  0.2690
H (0.99926, -5.08114, 2.23447)  0.4064
H (3.29730, -5.57402, 3.01501)  0.4303
H (4.75110, -3.72999, 3.79770)  0.4627
H (3.90914, -1.41918, 3.82890)  0.5627
H (2.34276, -0.18770, 5.01300)  0.5949
H (1.39020, 2.06761, 5.28817)  0.4388
H (-0.12925, 2.96919, 3.56113)  0.3182
H (-1.27554, 1.17796, 0.80033)  0.1802
Br (-2.52645, 0.05942, -1.10364)  -0.0170
C (-0.99814, 0.11062, -2.25949)  -0.3424
Br (0.66208, 0.35160, -1.26442)  -0.0498
H (-1.08145, 0.94967, -2.93983)  0.5459
H (-0.92151, -0.84660, -2.75848)  0.0856
C (-0.59271, -4.03534, -3.81822)  -1.1077
N (0.77231, -3.83208, -3.33310)  0.0766
C (1.77530, -4.63773, -4.04045)  -1.1953
C (1.03725, -3.24649, -2.16170)  0.4051
S (-0.26048, -3.07526, -1.02851)  -0.2066
N (2.29460, -2.84440, -1.91387)  0.3430
C (3.17305, -2.33655, -2.96711)  -1.2524
C (2.85135, -2.74960, -0.57192)  -1.2147
H (-0.55775, -4.09170, -4.90428)  0.3996
H (-1.23454, -3.21219, -3.52059)  0.3824
H (-1.01180, -4.96339, -3.42652)  0.3889
H (1.31651, -5.59258, -4.29266)  0.4265
H (2.62838, -4.82771, -3.39690)  0.4126
H (2.10585, -4.15705, -4.96067)  0.3522
H (2.60510, -2.14230, -3.87207)  0.3985
H (3.98862, -3.02443, -3.19137)  0.3587
H (3.60462, -1.39675, -2.61949)  0.4073
H (2.29719, -3.37831, 0.11749)  0.2588
H (2.85732, -1.71738, -0.20740)  0.3619
H (3.88351, -3.09973, -0.60546)  0.4616
C (0.74123, 4.29216, 1.08336)  -0.9599
Si (-0.97322, 3.63466, 0.93461)  0.1972
C (-2.24397, 4.25627, 2.11245)  -0.9803
C (-1.57640, 3.57319, -0.80897)  -0.9639
O (-0.77121, 1.83663, 1.31616)  -0.2497
H (0.77684, 5.24864, 0.55389)  0.4431
H (1.46388, 3.62897, 0.60368)  0.3336
H (1.06338, 4.47311, 2.10712)  0.3712
H (-2.49713, 5.28417, 1.83774)  0.3824
H (-1.91718, 4.27101, 3.15153)  0.3787
H (-3.16262, 3.67001, 2.04800)  0.3474
H (-1.72340, 4.60768, -1.13379)  0.4023
H (-2.53549, 3.06737, -0.91747)  0.3477
H (-0.84359, 3.12797, -1.48379)  0.2151